ORCA calculation (ωB97M-V with the def2-TZVPD basis set) on a gas-phase ion, C21H30NO3 (charge +1).

Geometry as ORCA input:
```
! RIJCOSX wB97M-V def2-TZVPD def2/J DEFGRID3
* xyz 1 1
C -0.50 1.60 -1.03
O -1.27 1.51 0.15
C -0.60 1.97 1.31
C -1.54 1.82 2.51
C -1.77 0.35 2.86
N -2.36 -0.36 1.70
C -3.81 -0.62 1.74
C -4.27 -1.27 0.44
C -3.66 -2.65 0.15
C -2.25 -2.63 -0.43
O -1.31 -2.52 0.63
C 0.01 -2.16 0.35
C 0.51 -1.91 -0.91
C 1.82 -1.46 -1.05
C 2.64 -1.28 0.06
O 3.91 -0.84 0.03
C 4.45 -0.37 -1.19
C 3.77 0.87 -1.70
C 3.36 1.84 -0.80
C 2.74 3.00 -1.25
C 2.53 3.19 -2.60
C 2.94 2.23 -3.51
C 3.55 1.07 -3.06
C 2.12 -1.57 1.33
C 0.82 -2.00 1.47
H -1.12 1.23 -1.84
H 0.41 0.99 -0.95
H -0.21 2.63 -1.23
H 0.32 1.39 1.46
H -0.33 3.03 1.18
H -2.49 2.31 2.27
H -1.10 2.33 3.37
H -0.82 -0.11 3.11
H -2.44 0.27 3.72
H -2.13 0.23 0.87
H -1.90 -1.29 1.53
H -4.35 0.32 1.89
H -4.03 -1.27 2.59
H -5.35 -1.38 0.50
H -4.06 -0.60 -0.40
H -3.66 -3.26 1.06
H -4.30 -3.15 -0.57
H -2.14 -1.79 -1.13
H -2.06 -3.56 -0.98
H -0.08 -2.07 -1.80
H 2.18 -1.26 -2.05
H 4.44 -1.17 -1.95
H 5.50 -0.15 -0.95
H 3.54 1.69 0.26
H 2.44 3.76 -0.54
H 2.06 4.10 -2.95
H 2.78 2.37 -4.56
H 3.88 0.32 -3.77
H 2.76 -1.45 2.18
H 0.43 -2.24 2.45
*
```

Summary:
* highest occupied orbital energy: -11.068 eV
* SMILES: COCCC[NH2+]CCCCOc1ccc(OCc2ccccc2)cc1

These are the Mulliken partial charges, in e, on atoms 1 to 2:
1 C -0.61
2 O -0.55

ORCA calculation (ωB97M-V with the def2-TZVPD basis set) on a molecular structure, C21H31BeF5OP2 in a non-equilibrium geometry.

Geometry as ORCA input:
```
! RIJCOSX wB97M-V def2-TZVPD def2/J DEFGRID3
* xyz 0 1
P -0.89 0.17 -3.05
P 2.28 -1.42 -1.37
C 0.86 -0.11 -3.48
C 1.54 -1.43 -3.03
H 1.44 0.77 -3.14
H 0.89 -0.10 -4.58
H 0.89 -2.30 -3.11
H 2.40 -1.62 -3.69
C 3.80 -0.46 -1.64
H 4.18 -0.05 -0.69
H 3.62 0.36 -2.34
H 4.55 -1.14 -2.06
C 2.85 -3.07 -0.94
H 3.73 -3.30 -1.54
H 2.06 -3.81 -1.14
H 3.11 -3.11 0.12
C -1.26 1.91 -3.12
H -2.16 2.14 -2.53
H -1.45 2.18 -4.17
H -0.42 2.51 -2.75
C -1.84 -0.66 -4.34
H -1.70 -1.75 -4.32
H -1.51 -0.29 -5.32
H -2.90 -0.43 -4.22
Be -1.43 2.85 1.90
C 0.96 -1.68 1.12
C 1.51 -0.78 0.10
C 0.61 0.48 -0.22
C -0.88 0.23 -0.41
C -1.27 -0.77 -1.55
C -0.71 -2.13 -1.38
C -0.95 -2.83 -0.11
C -0.39 -2.19 1.21
C -2.88 3.16 1.10
H 1.60 -1.86 1.98
H 2.41 -0.33 0.59
H 1.02 1.06 -1.06
H 0.71 1.15 0.65
H -1.35 -0.07 0.53
H -1.34 1.22 -0.63
H -2.38 -0.83 -1.56
H -0.81 -2.77 -2.26
H -0.50 -3.83 -0.20
H -2.04 -2.97 0.04
H -1.13 -1.48 1.62
H -0.35 -2.99 1.97
H -3.73 2.98 1.78
H -3.03 2.53 0.21
H -2.92 4.21 0.81
F -0.21 2.28 7.73
C -0.29 2.10 6.40
C 0.03 0.85 5.86
F 0.45 -0.15 6.68
C -0.09 0.62 4.49
F 0.22 -0.60 3.98
C -0.54 1.65 3.65
O -0.75 1.57 2.33
C -0.80 2.90 4.22
F -1.14 3.89 3.22
C -0.69 3.15 5.56
F -0.98 4.37 6.09
*
```

Summary:
* highest occupied orbital energy (spin up / spin down): -3.824 / -3.823 eV

These are the Mulliken partial charges, in e, on atoms 1 to 2:
1 P 1.28
2 P 1.64

ORCA calculation (ωB97M-V with the def2-TZVPD basis set) on a molecular structure, C21H31BeO4 in a non-equilibrium geometry.

Geometry as ORCA input:
```
! RIJCOSX wB97M-V def2-TZVPD def2/J DEFGRID3
* xyz -1 1
O -0.11 -2.61 -0.11
C -0.82 -3.92 0.08
C -0.06 -4.69 -1.01
H -1.90 -3.92 -0.17
H -0.56 -4.25 1.11
C 0.73 -3.37 -1.19
H -0.61 -4.92 -1.93
H 0.48 -5.57 -0.63
C 0.62 -2.92 -2.61
H -0.40 -2.92 -2.95
H 1.12 -3.63 -3.24
H 1.12 -1.99 -2.78
C 2.14 -3.52 -0.74
H 2.23 -4.17 0.12
H 2.61 -2.55 -0.57
H 2.70 -3.97 -1.56
Be -0.24 -1.39 1.28
C 1.08 1.23 2.94
C -0.17 0.68 3.32
C -0.09 -0.75 3.27
H -0.91 1.22 3.87
C 1.28 -1.00 2.86
C 1.96 0.23 2.66
H 2.97 0.34 2.38
H 1.30 2.27 2.90
H -0.79 -1.47 3.77
H 1.75 -1.96 2.98
C 0.31 4.81 0.81
C 1.59 4.85 0.17
C 1.43 4.65 -1.22
H 2.53 5.00 0.68
C 0.02 4.42 -1.44
C -0.68 4.63 -0.21
H -1.78 4.70 -0.07
H 0.10 4.89 1.90
H 2.19 4.62 -2.03
H -0.40 4.11 -2.39
O 0.31 1.09 -3.07
C 1.18 0.80 -1.86
C 0.22 0.24 -0.74
H 1.64 1.71 -1.44
H 2.02 0.05 -2.04
C -1.15 0.13 -1.41
H 0.27 0.94 0.14
H 0.61 -0.75 -0.37
C -1.03 1.25 -2.46
H -2.00 0.40 -0.79
H -1.33 -0.91 -1.71
H -1.18 2.22 -1.89
H -1.91 1.03 -3.08
C -3.53 0.81 1.45
C -2.09 0.45 1.48
O -1.36 1.45 1.62
O -1.70 -0.83 1.41
H -3.75 1.01 2.50
H -4.19 0.03 1.10
H -3.77 1.71 0.86
*
```

Summary:
* highest occupied orbital energy: -2.142 eV

These are the Mulliken partial charges, in e, on atoms 1 to 2:
1 O 0.12
2 C -0.56

ΔE to the lowest compared entry with this formula, charge and spin (computed, kJ/mol): 50.7 427.8 348.5